Entry 1:
ORCA calculation (ωB97M-V/def2-TZVPD) on a cluster of 8 separate species, C24H27BrCl14F3NO5S2 in total at a distorted geometry.

```
77
Properties=species:S:1:pos:R:3:forces:R:3
C -1.9105 -0.1933 -1.0790 0.06 -0.49 -0.02
C -0.6008 1.1379 -3.4337 -0.11 0.26 -0.09
H 4.6325 6.7830 -1.9159 -0.04 0.02 -0.02
N -7.3296 -1.9201 -0.7716 0.16 0.23 -0.54
C 3.4094 1.9407 2.2960 0.12 0.12 0.07
Cl 3.2551 4.9064 -1.6200 -0.01 -0.03 0.05
F 0.4430 -6.3721 -1.1086 0.01 0.03 -0.02
Cl 0.4070 0.3337 4.1621 -0.21 -0.16 0.01
H -0.6462 -4.3282 -0.0262 -0.05 -0.08 0.07
Cl 5.3663 4.6175 1.3883 0.09 0.29 -0.17
H 0.7002 -3.4822 -0.7553 0.14 -0.02 -0.28
C -4.3951 0.3716 -1.3648 -0.02 -0.10 -0.04
H 2.2146 -1.9320 0.6930 0.18 0.00 0.09
C -3.5925 -1.9464 -1.2628 0.37 -0.10 0.01
C 4.6144 5.7840 -2.3334 0.03 -0.01 0.05
H -2.3430 2.1685 -2.7819 -0.13 0.03 0.01
Br -1.7450 0.6848 -4.9555 -0.07 -0.14 -0.01
O -4.2845 1.5045 -1.7646 0.06 0.39 0.02
H 5.1781 4.3788 5.1120 0.01 -0.01 -0.01
H -1.9007 -0.1000 4.3168 0.01 0.03 -0.06
H -6.5862 -0.9509 -7.2711 0.03 0.05 0.01
H -6.4912 0.6020 -0.7470 -0.02 0.21 -0.19
O 1.4914 -1.6944 -1.7968 -0.24 -0.15 0.15
C 6.7065 4.7232 2.5373 0.04 0.03 0.10
C -0.5723 -5.8843 -1.8454 0.05 -0.02 -0.05
H 7.6104 4.9853 2.0022 0.00 -0.05 -0.06
C 4.3518 -3.4264 4.6559 0.05 -0.06 0.07
S 0.8242 -0.8728 -0.8145 0.84 0.31 -0.83
H -2.9211 -3.9661 -1.1795 -0.04 -0.09 -0.03
C 1.2398 -1.4675 0.7926 -0.16 0.02 0.09
C 5.3127 4.9494 6.0235 -0.03 -0.08 0.00
C -5.7369 -0.1227 -1.0115 -0.32 -0.49 0.38
C -2.6242 -2.9292 -1.1516 0.16 0.44 -0.10
O 1.1426 0.5320 -0.8666 -0.32 -0.04 0.28
Cl 1.9773 2.8607 2.8034 0.17 0.06 -0.09
H 0.4957 -2.1818 1.1207 0.12 -0.16 0.00
Cl -7.5713 -0.5128 -5.1848 0.00 0.11 -0.09
C -1.5687 1.2694 -1.0115 -0.41 0.18 0.23
F -1.7025 -6.1999 -1.1783 -0.02 -0.02 0.00
H 6.4648 5.4831 3.2727 -0.02 -0.02 0.03
H 5.5256 5.2494 -2.0950 0.00 -0.04 -0.02
C -1.3668 1.9321 -2.3782 0.08 -0.04 -0.27
H -0.7400 1.4494 -0.3437 0.27 -0.12 -0.10
H 4.2391 2.6365 2.2165 -0.17 -0.21 0.05
Cl -4.9735 -1.7365 -5.7532 0.00 -0.01 -0.01
C -3.2598 -0.5915 -1.2317 0.51 -0.24 -0.01
C -7.9708 -2.3357 -1.7177 -0.10 -0.31 0.21
Cl 4.7956 6.6147 5.7241 0.00 -0.01 -0.03
Cl 7.0134 4.8523 6.4944 -0.02 0.04 0.04
F -0.5878 -6.5105 -3.0117 -0.02 0.01 0.04
C -6.0424 -1.4194 -1.0482 -0.03 0.48 0.50
C -5.0023 -2.4109 -1.4007 0.30 0.17 -0.03
C -6.6253 -1.4778 -6.3261 0.05 -0.03 0.02
C -1.2864 -2.5841 -1.0200 -0.05 0.36 -0.11
Cl -1.1215 -1.9383 3.0819 -0.22 0.01 0.21
Cl 3.8437 0.6822 3.4649 -0.04 0.12 -0.19
Cl 3.7250 -1.9215 5.3382 -0.03 -0.14 0.08
Cl 4.4773 -3.3777 2.8931 -0.03 0.03 -0.02
C -0.9317 -1.2174 -0.9871 -0.64 -0.01 0.13
O -5.2733 -3.5256 -1.7564 -0.20 -0.43 -0.03
H 0.1945 1.7313 -3.8634 0.18 -0.09 -0.02
O -0.4662 -4.5677 -2.0698 0.10 0.01 -0.12
C -1.0053 -0.7075 4.3591 0.03 0.02 0.08
H -7.1069 -2.4412 -6.4407 0.01 -0.02 0.05
H -0.2077 0.1899 -3.1003 0.12 -0.07 0.03
S -8.7824 -2.8650 -2.9179 -0.40 -0.19 -0.10
H 3.6818 -4.2317 4.9297 -0.05 0.01 -0.03
Cl 4.4773 5.9085 -4.0895 0.02 0.02 -0.02
H 4.7097 4.5360 6.8221 0.00 0.05 0.05
H 3.1973 1.4760 1.3411 -0.08 -0.05 -0.03
C -0.3333 -3.7529 -0.8985 -0.29 -0.08 0.48
Cl 6.9669 3.1840 3.3696 0.01 -0.03 -0.08
H -0.9317 -1.2160 5.3122 0.04 -0.06 -0.02
H 1.2437 -0.6334 1.4869 0.06 0.06 0.06
H 5.3422 -3.5965 5.0591 0.02 0.03 -0.01
H -0.8678 2.8854 -2.2366 0.16 0.13 0.16
H -2.4196 1.7707 -0.5598 -0.06 0.08 0.05
```
Forces are in eV/Å.

Summary:
Frontier orbital gap ... 8.1 eV
Highest occupied orbital energy ... -9.6 eV
Multiplicity ... 1
DFT total energy ... -312232.0673 eV
Structure (SMILES) ... CS(=O)(=O)c1c(COC(F)(F)F)cc2c(c1CCCBr)C(=O)C=C(N=C=S)C2=O.ClCCl.ClCCl.ClCCl.ClCCl.ClCCl.ClCCl.ClCCl

Entry 2:
ORCA calculation (ωB97M-V/def2-TZVPD) on a structure of composition C24H27BrN5O9PRuSTe at a distorted geometry.

```
70
Properties=species:S:1:pos:R:3:forces:R:3
O 3.7095 -1.0368 -0.4845 -0.09 0.24 0.40
C -2.0339 5.6598 -0.7508 0.11 0.17 0.02
C 1.7674 2.1066 -0.1780 -0.05 0.28 0.05
C 2.8666 3.9637 -1.2735 -0.17 0.05 -0.05
H -2.2104 5.3339 0.2657 0.02 -0.01 0.00
Br -4.8328 6.2142 -0.7745 0.00 0.00 0.00
C -0.9526 0.7786 3.2084 -0.28 0.13 0.28
C 1.7421 4.2246 -2.0844 -0.35 -0.26 0.46
H -0.7673 0.1909 6.3689 0.03 0.01 -0.01
H -2.5330 -3.3326 -1.9159 0.02 -0.01 -0.06
C 2.8901 2.9482 -0.3562 0.19 0.00 0.17
H -1.7962 2.4416 5.8600 0.04 0.02 -0.01
H -3.3594 -4.4429 0.1549 -0.02 -0.03 -0.02
C -4.7572 -1.7375 2.2765 0.02 -0.03 -0.03
H -3.3239 -0.1316 2.1024 0.03 0.00 0.01
N -0.7461 0.5130 2.1106 -0.08 0.20 0.14
Ru 0.1274 -0.2403 0.4825 -0.64 0.15 -0.39
O 2.4746 -3.1265 -0.2852 0.02 0.07 0.19
S 2.4709 -1.6923 -0.1844 0.72 -0.42 -1.19
H -4.2127 2.1213 5.4552 -0.02 0.00 -0.02
H -1.9217 -5.4683 0.1909 -0.02 -0.04 -0.03
H -2.8762 -1.1130 4.5824 -0.01 0.02 0.00
C -1.8540 -3.9013 -1.2805 -0.07 0.06 0.12
C -1.5939 6.5229 -3.3466 -0.05 -0.10 -0.04
H -2.1008 2.1671 -3.7128 -0.01 -0.04 0.01
H -4.1217 -0.5633 0.5877 0.01 -0.01 -0.02
O -2.6305 -1.8570 1.1976 -0.21 0.21 0.07
C -2.8681 6.5872 -2.8085 0.00 0.04 -0.03
H -3.6936 6.9729 -3.3918 0.02 0.01 -0.01
O -1.1586 -3.0060 -0.4065 -0.07 -0.12 -0.29
P -1.7042 -1.5163 -0.1273 0.36 -0.66 0.22
H -3.8494 1.0547 4.0749 -0.03 0.00 0.01
O 1.6444 1.2959 0.7698 0.15 -0.48 0.26
N 0.7035 5.9304 -3.2880 0.55 1.29 1.10
O 2.0835 -1.3013 1.3566 0.12 -0.46 -0.48
H -5.1421 -2.5544 1.6647 -0.01 0.01 0.02
H -5.5869 -1.0780 2.5407 0.00 -0.02 0.03
C -1.1412 -0.1505 5.4019 -0.08 -0.06 -0.07
C 0.6892 3.2215 -2.1144 0.17 0.23 0.14
C -1.2712 1.2884 -1.9392 0.00 0.16 0.06
C -0.5199 5.9959 -2.6188 -0.24 -0.92 -0.30
C -3.0828 6.1462 -1.5147 0.00 -0.02 0.02
H -2.1387 2.8373 4.1627 0.04 -0.01 -0.02
N 1.7487 5.4091 -2.7348 -0.02 -0.54 -1.34
H -1.0930 -4.3719 -1.9030 0.03 0.00 -0.01
C -0.7631 5.5875 -1.2948 -0.07 0.32 0.11
N -0.3029 1.2843 -1.0410 0.34 -0.29 0.31
O -3.4530 0.3196 5.9687 0.07 0.03 -0.03
H -2.0238 0.5179 -1.8360 -0.02 0.00 -0.02
C -3.4968 1.4048 5.0545 -0.03 -0.08 0.04
H 3.6980 4.6542 -1.3529 -0.02 0.02 -0.02
C -3.7015 -0.9719 1.5089 -0.01 -0.06 -0.04
H -0.4693 -0.9050 4.9931 0.04 0.02 0.00
Te 0.6656 -2.5829 2.0950 -0.40 0.89 0.06
C -1.3037 2.2207 -2.9846 0.06 -0.04 0.07
C -2.1240 2.0368 4.9008 -0.15 -0.05 -0.06
H -1.4061 6.8597 -4.3585 0.00 0.00 0.01
N -1.1632 1.0089 4.4991 0.30 0.12 -0.05
H 3.7452 2.7812 0.2849 -0.02 0.00 0.00
O -2.6251 -1.1015 -1.2313 -0.09 0.11 0.21
H -4.3415 -2.1658 3.1906 -0.03 0.00 0.00
O 1.3217 -1.0980 -0.9685 0.26 -0.01 0.42
H -2.5863 -1.4766 6.3008 -0.01 -0.02 -0.02
H -3.1052 -5.6504 -1.1266 0.01 -0.01 0.03
H 0.0536 5.2190 -0.6898 -0.12 -0.02 0.04
C 0.6893 2.2170 -1.1413 -0.21 0.00 -0.29
C -2.6096 -4.9346 -0.4667 0.05 0.08 0.04
C -0.3397 3.1839 -3.0699 0.01 -0.06 -0.22
H -0.3489 3.9021 -3.8775 -0.01 -0.05 0.02
C -2.5492 -0.6947 5.5433 -0.07 0.01 0.04
```
Forces are in eV/Å.

Summary:
Relative energy (zero: lowest compared OMol25 entry of this formula, charge and spin) ... 0.00 kcal per mole
Expectation value of S² ... 0.813
Net charge ... -1
Frontier orbital gap (spin up / spin down) ... 6.0 / 5.9 eV
Highest occupied orbital energy (spin up / spin down) ... -4.4 / -4.5 eV
Multiplicity ... 2
DFT total energy ... -151247.9552 eV

Entry 3:
ORCA calculation (ωB97M-V/def2-TZVPD) on a structure of composition C24H27HgO at a distorted geometry.

```
53
Properties=species:S:1:pos:R:3:forces:R:3
H -1.8830 -4.3406 3.2188 0.03 0.01 -0.07
H 2.7711 -1.9758 1.2454 0.07 0.02 0.16
Hg -0.4155 -0.3637 -1.8690 0.92 0.59 -2.09
H -1.3160 2.6088 -1.2241 -0.16 -0.42 0.37
H -4.4603 -1.5904 3.2560 0.01 -0.21 -0.14
H 5.1780 2.5252 -1.2213 -0.54 0.50 -0.85
C 3.6301 3.8427 -2.0913 2.41 0.09 -2.88
C 0.6079 -2.2730 1.3860 0.14 0.22 -0.01
H -4.4178 -4.0397 0.4511 0.22 -0.09 0.33
C 5.6612 2.9948 -3.2626 0.17 0.22 -0.99
C -1.8858 -1.6940 0.7565 -0.60 -1.05 1.43
C -1.8888 0.8364 1.5187 0.45 0.37 0.49
H -0.1229 -2.8686 -1.7666 0.21 0.39 -0.03
H 5.9795 3.5458 -5.4126 -0.49 0.07 1.09
C 4.2956 4.5528 -4.4202 0.15 -0.28 0.44
O 2.8048 2.6542 -0.1425 -1.01 -0.72 0.34
H 4.0489 5.0932 -5.3355 -0.19 0.11 0.45
C 1.8196 -2.1260 0.7591 -0.74 0.33 1.14
C -3.8851 -4.4187 1.3404 -0.30 -0.60 -0.06
H -2.9814 -4.9490 0.9978 -0.30 0.17 0.15
H -2.8603 0.3485 -1.5784 0.72 0.13 0.11
H 2.5581 5.2235 -3.3373 0.07 0.00 -0.12
H -3.4717 -0.2698 0.7111 1.11 0.03 -0.55
H 2.4221 -1.9137 -1.3557 -0.03 -0.14 -0.02
H 0.4144 -2.2666 2.4402 0.05 0.11 0.39
C -2.1113 0.5358 -0.7942 -1.60 2.49 1.60
C -2.3673 -0.1772 0.5544 0.15 1.16 -1.51
H 1.5529 3.4947 -1.6171 -0.18 0.20 0.28
H 6.4581 2.2445 -3.3471 -0.19 0.40 0.72
C -0.5136 -2.4429 0.4196 1.44 0.03 -1.50
H -5.3082 -2.1476 1.7961 0.23 -0.10 0.18
C 4.8705 3.1335 -2.1079 -0.25 -1.01 0.65
C 5.4029 3.6910 -4.4681 -0.84 0.11 0.99
H -2.4767 -2.9559 4.1424 0.05 0.10 0.04
H 1.7305 4.2460 0.8872 -0.42 -0.42 0.33
C 3.4653 4.6266 -3.2713 -0.38 -0.52 -0.03
H 3.5877 4.1694 0.9564 -0.32 0.84 -0.64
H -1.9361 0.6717 2.5855 0.24 -0.12 0.06
H -0.8221 -3.5159 0.4729 0.19 0.94 -0.35
C -1.5925 1.8485 -0.4785 -1.20 -1.26 -2.17
C -1.4705 1.9893 0.8971 0.13 -0.41 1.61
C -3.5075 -3.2708 2.2775 0.62 0.81 -1.11
C -4.7442 -2.4779 2.6790 -1.02 -0.31 0.71
C 1.6427 -2.0982 -0.6276 -2.09 -0.71 -1.41
C -2.6661 -2.3701 1.5146 -0.23 -0.06 0.29
C 0.2449 -2.2743 -0.9306 1.93 -1.68 1.46
H -3.4287 -4.4430 4.0740 -0.07 -0.11 0.24
H -1.0765 2.8809 1.3943 -0.12 -0.34 -0.09
C 2.6538 3.9520 0.4249 0.60 -1.02 -2.69
C -2.7755 -3.7831 3.5005 -0.08 -0.35 0.35
C 2.5312 3.5771 -1.1545 1.37 1.35 2.92
H -5.4044 -3.0975 3.3012 -0.41 0.01 0.16
H -4.5419 -5.1428 1.8552 0.08 0.10 -0.17
```
Forces are in eV/Å.

Summary:
Net charge ... -1
Frontier orbital gap (spin up / spin down) ... 3.7 / 3.7 eV
Highest occupied orbital energy (spin up / spin down) ... -1.1 / -1.1 eV
Multiplicity ... 1
DFT total energy ... -31538.1727 eV

Entry 4:
ORCA calculation (ωB97M-V/def2-TZVPD) on a structure of composition C24H27MnN3O3PSTe2 at a distorted geometry.

```
62
Properties=species:S:1:pos:R:3:forces:R:3
C 6.7189 -3.1455 -0.7674 0.01 0.00 -0.01
C 5.3852 -3.2054 -0.3995 -0.03 -0.01 0.01
H 7.3598 -4.0029 -0.6120 0.00 0.00 0.00
C -0.3742 -0.7548 3.5944 0.02 -0.06 0.11
C -0.1159 2.9386 -1.6418 0.15 -0.05 0.07
H 8.2765 -1.9306 -1.6047 0.00 0.00 -0.01
S -0.2054 -1.3244 1.9246 0.03 0.11 -0.03
C -0.3963 0.5959 3.9168 -0.01 0.01 -0.04
H -0.2909 2.5387 3.1907 0.02 -0.01 0.00
H -0.4684 -2.7539 4.3487 0.00 0.00 -0.01
N -0.0861 2.0256 -0.6696 -0.61 0.15 0.20
C -0.7106 4.6604 -0.1082 -0.01 0.03 0.03
C -0.4148 4.2686 -1.4012 0.02 0.02 -0.04
H -4.2999 -3.3059 -0.9054 -0.03 0.01 0.00
H 4.6273 1.1841 -1.0977 -0.01 0.00 0.00
H -0.6643 0.3608 7.2754 0.00 0.00 0.01
H -4.0900 3.1623 -1.8577 -0.01 0.00 -0.01
C 5.0698 -0.9394 -1.1510 -0.02 -0.02 0.02
H -3.8289 1.8039 -3.9561 -0.01 0.03 0.02
C 4.5549 -2.1054 -0.5852 0.01 0.04 -0.01
N -0.2594 0.1315 1.0439 -0.36 -0.08 0.31
C -0.5770 -1.3056 5.9282 -0.01 0.01 0.02
C -4.1808 2.0747 -1.8347 0.02 0.04 0.00
C 3.0957 -2.1546 -0.2048 0.03 -0.05 -0.05
C 7.2329 -1.9829 -1.3255 0.01 -0.02 0.01
H -0.4298 4.9726 -2.2207 0.01 0.00 0.00
N -0.3234 1.5781 2.8999 -0.01 -0.02 0.00
H -0.9286 4.0119 1.9207 -0.01 -0.01 0.00
H -5.2392 1.8236 -1.8947 0.00 -0.02 0.00
H -2.3632 1.7440 -2.9774 -0.01 0.01 0.02
H 6.8125 0.0228 -1.9490 0.00 0.01 0.00
H -3.7828 1.7092 -0.8884 0.01 -0.01 -0.01
C 6.4104 -0.8851 -1.5162 0.00 0.01 -0.02
H 0.1135 2.5751 -2.6360 -0.05 -0.02 -0.01
C -0.5028 0.9916 5.2377 -0.01 -0.02 -0.02
H -5.3516 -3.5932 -3.1387 0.02 0.00 -0.01
C 4.1539 0.2428 -1.3681 -0.01 -0.07 -0.11
H 4.9844 -4.1106 0.0400 0.00 0.00 0.01
H -0.5186 2.0477 5.4800 0.00 0.01 0.00
C -0.6795 3.7195 0.9105 0.08 -0.03 -0.04
Te -0.3517 -1.0316 -3.3465 -0.07 -0.08 -0.22
H -0.6491 -2.0521 6.7063 0.00 -0.01 0.00
O -2.1442 -0.2823 -0.8986 -0.25 -0.10 -0.44
O -3.1752 -2.2671 -2.2463 -0.03 0.04 0.15
Mn -0.2036 -0.0042 -0.9904 1.17 0.20 0.81
C -0.3583 2.4109 0.5949 0.10 0.00 -0.14
P -2.4711 -0.8695 -2.2783 0.08 -0.01 -0.24
Te 2.5067 -0.1107 -0.0574 -0.15 -0.04 -0.25
C -0.5871 0.0408 6.2459 0.00 0.01 0.00
C -4.4518 -2.4480 -1.5570 0.03 0.01 -0.02
H -6.4990 -2.7930 -2.0574 0.00 -0.02 0.01
C -0.3156 1.2974 1.5769 -0.04 0.04 -0.15
H 3.8033 0.3057 -2.3979 0.00 0.00 0.00
C -5.5425 -2.6845 -2.5701 -0.03 0.00 0.01
H -0.9704 5.6870 0.1104 0.00 0.01 0.00
H -4.6510 -1.5736 -0.9349 -0.01 0.00 -0.02
C -0.4751 -1.7004 4.6008 0.01 0.00 -0.03
C -3.4249 1.4799 -2.9990 0.07 -0.06 -0.09
H 2.4895 -2.6342 -0.9731 -0.03 0.01 0.02
H 2.9161 -2.6475 0.7477 0.04 0.00 0.01
O -3.5441 0.0392 -3.0147 -0.11 -0.04 0.16
H -5.6146 -1.8462 -3.2613 0.00 0.01 0.01
```
Forces are in eV/Å.

Summary:
Relative energy (zero: lowest compared OMol25 entry of this formula, charge and spin) ... 8.92 kcal per mole
Expectation value of S² ... 1.136
Net charge ... +1
Frontier orbital gap (spin up / spin down) ... 7.1 / 7.0 eV
Highest occupied orbital energy (spin up / spin down) ... -10.5 / -10.4 eV
Multiplicity ... 2
DFT total energy ... -101966.7758 eV